No. 1
Entry from OMol25: the molecule C32H52O6 (ωB97M-V with the def2-TZVPD basis set).

Structure (XYZ):
```
90
Properties=species:S:1:pos:R:3:lowdin_charge:R:1
H 2.45102 1.03723 -0.13848 0.117
H -2.91043 -2.25080 -3.52906 0.134
H -6.44063 -2.78350 0.17941 0.103
H -2.29670 1.35840 -2.86180 0.092
H -6.40416 -1.30738 4.56564 0.083
H -0.88608 -0.45361 -2.91045 0.093
O -1.06013 -1.23929 -4.84994 -0.094
O -0.35481 -2.13683 1.18337 0.060
H 5.31843 -0.23559 2.68363 0.095
H -4.11379 -0.82357 -2.43197 0.116
C -6.62562 -1.99204 2.36949 -0.067
H 3.95529 -2.63443 -0.76744 0.111
C -3.11926 3.94298 0.36236 -0.226
C 6.53324 2.29595 1.56960 -0.135
C 6.94149 1.41733 2.87523 -0.261
C -0.45602 -0.01310 -5.24865 -0.244
H -2.48655 3.06735 0.74963 0.104
H 6.60934 3.42202 1.83121 0.075
C -2.50349 -1.00715 -0.78341 -0.080
H -2.40519 -3.03649 2.59102 0.102
C 5.96455 -1.62123 -0.57786 -0.203
H -0.85123 4.60551 2.09314 0.070
C -5.82005 -1.75466 3.69260 -0.070
C -4.00521 1.16508 -1.31497 -0.192
C -3.79390 -3.80489 -0.05635 -0.312
C 2.25779 -0.06070 0.17713 -0.189
H -1.92038 1.96907 -1.16674 0.103
H -1.60909 -0.30888 -0.90681 0.093
C 6.42575 -2.05786 0.90515 -0.203
H 6.36227 -0.57418 -0.82895 0.104
H 4.41693 0.14921 0.72642 0.087
H 5.46022 2.06811 1.24595 0.058
H -1.58775 4.69717 -1.08358 0.119
H -0.65787 0.92409 -4.62044 0.147
H -2.14392 3.91782 3.21323 0.074
H 5.57999 -2.43809 1.57695 0.104
C -5.87711 -2.61751 1.15784 -0.025
C -2.75433 1.93517 -1.97368 -0.212
H -7.73815 -1.77501 2.23835 0.087
H 6.45789 1.93525 3.77521 0.099
H 7.74207 -0.16017 0.85513 0.099
H 8.09049 1.47291 3.01210 0.113
H 1.90528 -2.71361 -0.03236 0.119
H -3.77473 -1.87133 4.74981 0.088
H -4.21980 3.61365 0.41211 0.106
H 1.18161 -2.97757 -1.70106 0.115
H 0.49844 -0.10862 -1.19406 0.092
H 6.72138 -0.59226 3.81888 0.110
H 7.14839 -2.95668 0.77567 0.106
C 6.46520 -0.11417 2.79791 -0.224
H 1.57874 -0.07037 1.11575 0.117
H -4.72883 -0.86577 -0.69767 0.106
H -4.94382 1.44788 -1.93777 0.117
C -4.35771 -3.04256 1.25949 -0.075
C -3.11005 3.47593 -2.30730 -0.199
H -1.72391 5.75035 3.28620 0.076
H 0.22520 -1.95704 -3.36076 0.133
C -4.28688 -2.09855 3.74204 -0.053
C -0.82822 -1.48084 -3.40499 -0.149
H 6.38099 -2.37316 -1.34932 0.110
H -2.56425 6.13384 0.91471 0.102
H 3.58486 -1.44549 1.36563 0.113
H 4.15763 -1.07227 -1.76618 0.109
C -2.95178 5.16752 1.42652 -0.257
C -2.71456 4.47033 -1.09904 -0.216
O -1.35976 -3.32129 -0.63149 0.015
H -2.66783 -1.10746 0.36162 0.129
C 4.34666 -1.54247 -0.73187 -0.213
C 7.27913 -0.87642 1.62963 -0.205
C -2.29776 -2.49216 -1.36146 -0.375
C -0.31039 -2.58534 -0.00640 -0.299
H -4.25873 3.52248 -2.46198 0.113
C -1.94324 -2.53175 -2.95400 -0.020
O -3.62463 -3.13849 -1.28957 -0.009
C -1.85866 4.83837 2.58318 -0.149
H -4.22374 1.49219 -0.22915 0.107
H 2.05045 -0.69986 -1.97243 0.109
C -3.52118 -2.76598 2.53263 0.000
H 8.17345 -1.40776 2.13607 0.107
H -3.28186 5.46152 -1.27228 0.114
H -1.72071 -3.62081 -3.28029 0.154
O 0.31346 0.11220 -6.24324 0.032
O -3.59739 -5.05616 0.12305 0.085
C 3.69929 -0.71289 0.48230 -0.204
H -3.95660 5.46452 1.90641 0.103
C 1.42110 -0.76409 -0.99931 -0.205
H -2.53394 3.74956 -3.26123 0.106
C -3.89129 -0.43952 -1.37697 -0.161
C 1.10272 -2.32132 -0.76987 -0.080
H 7.27343 2.13004 0.69318 0.071
```

Computed properties:
DFT total energy (eV): -46301.4013
Frontier orbital gap (eV): 9.18
SMILES string: CCCCCCCCCCCC(=O)O[C@@](CCCCCCCCC)(CCOC=O)OC(=O)c1ccccc1

No. 2
Entry from OMol25: a cluster of 2 separate species, C32H53BF3NO5Si in total (ωB97M-V with the def2-TZVPD basis set).

Structure (XYZ):
```
96
Properties=species:S:1:pos:R:3:lowdin_charge:R:1
H 3.42483 0.41824 1.05872 0.142
O -0.70136 0.31041 -3.12572 -0.139
H -7.37413 0.77527 -1.83040 0.040
H 1.41132 2.09934 2.65151 0.116
H -3.43686 0.19793 -0.25751 0.026
C -0.24881 -0.82672 -3.93802 -0.213
C 0.85252 -2.80905 3.78484 -0.206
H 6.78694 -0.68868 -3.08823 0.101
H 2.77549 -2.32263 5.52627 0.086
H 0.56689 -3.28573 4.80225 0.138
C -0.02852 -0.70748 3.01485 -0.148
H -1.12027 -0.99312 3.27631 0.150
H -4.98641 1.97425 2.29486 0.081
H 2.18717 0.41200 -3.84737 0.084
H 2.87835 2.59797 1.64757 0.123
N 1.38204 -0.41697 0.71736 0.022
H 3.48943 -1.34701 4.10969 0.059
H 8.26030 -0.68997 -1.12105 0.059
H 9.79389 0.41135 -4.84443 0.130
H 0.10192 -3.20776 3.02240 0.112
H -3.81842 2.67001 -0.51726 0.088
H 0.04982 -2.91488 -3.23001 0.122
H -4.55100 4.20928 0.24290 0.118
H -1.48651 -2.94922 -1.29479 0.126
H -2.97244 4.29187 2.05708 0.116
H -4.58675 -1.19981 -0.73053 0.037
H 1.66302 -2.07100 -3.45073 0.127
H -7.15651 -1.88105 -0.67549 0.083
C 7.68822 0.21408 -1.32646 -0.091
H 0.06447 0.41669 3.18810 0.115
H -10.77722 -2.48590 2.18300 0.088
C 1.92294 1.97413 1.62093 -0.140
C -8.22608 0.32605 2.14631 -0.069
C 2.36036 0.41414 1.46732 -0.111
C -7.38309 -0.15509 0.93595 -0.238
H -1.79530 3.62395 -0.60170 0.116
H -7.94358 1.29512 2.69370 0.087
C 2.38462 0.99518 -2.86467 -0.011
C -1.55470 3.42596 0.51309 -0.199
H 8.31512 1.07407 -1.07874 0.076
C 10.36201 -0.50212 -3.05278 -0.538
C -9.88309 -1.84760 1.86851 -0.075
H -6.21440 2.99487 1.33707 0.084
C 1.49577 -0.69440 -0.71626 0.061
C -2.88513 3.32417 1.43594 -0.205
H -6.63074 2.45420 -1.55411 0.041
C -6.40238 1.33572 -1.57560 -0.195
C 2.37763 -3.30161 3.50735 -0.184
O 8.69715 -1.31893 -4.60519 -0.196
O 4.07454 -0.41014 -1.35576 0.087
H -0.83229 1.41459 -0.25643 0.105
H 4.32560 -2.89128 4.71191 0.081
H -0.67100 1.12075 -3.68917 0.104
C -0.73031 -2.27118 -0.75895 0.077
C -5.30595 2.28472 1.23577 -0.282
H -4.10732 -0.91329 1.08189 0.038
H 6.42698 1.00369 -2.83926 0.093
F 10.05767 -1.44150 -2.13113 0.096
C 0.59740 -1.90556 -3.07920 -0.118
H -9.25398 -3.29908 0.13513 0.082
C -9.46369 -0.53279 2.59585 -0.070
H 2.72884 -3.01094 2.44276 0.105
H 1.44572 1.61967 -2.65096 0.057
C -9.00536 -2.33279 0.68170 -0.077
C 7.23161 0.26168 -2.77474 -0.301
H 0.98384 3.66702 0.53025 0.114
H -10.13365 -0.20784 3.46820 0.084
C -4.34096 -0.41910 0.07377 -0.208
H 2.47665 0.03396 2.55645 0.127
H -1.69540 -2.37786 1.34446 0.113
C -7.77142 -1.50341 0.21264 -0.079
F 10.67165 0.63048 -2.35885 0.084
H 2.53781 -4.41102 3.72710 0.112
C 0.24741 -0.98031 1.44746 -0.054
C -4.16183 3.14695 0.46339 -0.247
C -0.82155 -1.90988 0.76471 0.038
C 0.97445 2.51033 0.44703 -0.169
H -2.75047 2.46278 2.18513 0.098
H 3.31512 1.64091 -3.08329 0.100
H -1.22361 -1.31434 -4.33288 0.128
Si -5.85858 0.77113 0.20143 0.542
H -0.79917 1.58458 1.63902 0.079
H 0.30305 -0.42787 -4.85565 0.125
H 1.32956 2.27665 -0.61246 0.090
H 4.05739 -1.40038 -1.26717 0.134
C 0.49256 -1.60148 -1.50062 -0.062
H 6.82229 0.20106 -0.65556 0.045
C -0.60092 2.10915 0.64384 -0.177
H -5.61265 1.03782 -2.35160 0.040
H -1.00685 4.38598 0.86462 0.106
F 11.52202 -0.89332 -3.63727 0.102
O 8.22800 0.71877 -3.66666 -0.121
C 3.31047 -2.40315 4.50285 -0.121
C 9.24534 -0.22193 -4.12476 -0.530
O 0.90351 -1.36332 3.89638 -0.197
B 2.70893 -0.05847 -1.64824 -0.371
```

Computed properties:
DFT total energy (eV): -62464.6588
Frontier orbital gap (eV): 2.14

No. 3
Entry from OMol25: a structure of composition C32H53Br2ClF3NO10S (ωB97M-V with the def2-TZVPD basis set).

Structure (XYZ):
```
103
Properties=species:S:1:pos:R:3:lowdin_charge:R:1
C -3.00043 1.46723 -1.90789 -0.689
O -2.51390 -4.27264 5.61355 -0.174
H -4.48808 6.62479 -2.87875 0.096
H -3.01456 -6.45428 8.15361 0.077
O 0.30640 4.86703 -1.68154 0.157
C 5.75729 3.83606 -4.23917 -0.277
H -1.48863 -5.97354 6.20550 0.108
H -1.21026 -0.58026 -0.57252 0.091
O 5.83701 3.48436 -2.86685 -0.173
O -3.52266 2.30066 -2.57237 0.069
C -2.94391 -5.45191 7.72594 -0.081
C -5.11631 -3.58063 2.03214 -0.274
H -0.70242 -1.25530 -2.65471 0.110
H 0.02606 -4.43397 6.79618 0.067
H -3.87753 6.76739 1.59659 0.098
C 0.39079 -1.70635 0.24394 -0.609
H -5.59218 -4.58617 -0.52515 0.067
H 4.72897 3.63572 -4.54654 0.120
H -0.03049 0.95784 0.89603 0.131
H -4.51074 -5.65471 1.81145 0.067
H -1.75841 5.34355 1.29200 0.115
H 7.74273 3.26651 -4.91431 0.065
H 2.65307 -1.68255 -0.27699 0.082
C 2.40786 2.52890 -0.85066 -0.253
C -4.85673 -3.88709 -0.92884 -0.079
H -5.32228 -2.89986 2.86114 0.119
H 2.25202 -4.00309 -0.31571 0.075
H -5.37571 -5.30062 3.30876 0.079
C 0.17434 -0.67482 -2.23835 -0.226
C 1.92964 -1.96487 0.52101 -0.668
O -0.63585 0.74955 -4.32316 -0.285
C 1.85298 1.22996 -0.17863 -0.119
F 0.04131 -3.29222 -4.19895 0.148
H -2.98134 -2.99528 -0.42342 0.096
H -2.24809 -4.87627 8.34012 0.066
H 1.51385 -1.36406 -3.81452 0.142
C 7.09146 3.68324 -2.23643 -0.283
C 1.21768 -3.62702 -3.57700 -0.597
H 2.21064 1.23189 0.89198 0.086
H -0.02937 -2.66193 -0.19097 0.103
H -3.22486 -4.56059 0.33070 0.109
C -0.55563 4.41495 -0.97693 -0.383
H 1.17112 -3.95860 1.18688 0.073
H -3.92057 -4.96804 7.79659 0.083
H 5.91702 4.91189 -4.36773 0.107
H -3.68488 -4.79174 3.10652 0.072
H -3.16277 -6.17967 5.72857 0.115
C -1.90646 5.21734 -0.96093 -0.106
H 0.40138 -2.75082 6.42241 0.078
H -2.30969 5.17176 -3.17398 0.123
C 6.69611 3.03530 -5.12496 -0.081
H 2.34011 0.37705 -0.73696 0.092
H -5.22373 7.42568 -0.52172 0.094
H -2.00361 -2.98821 7.15811 0.108
H 6.76325 5.77794 -1.81837 0.082
H 6.96935 3.34798 -1.20367 0.116
H 6.55847 1.96388 -4.96332 0.082
H -1.84010 -2.37158 5.52592 0.114
C 7.54391 5.13324 -2.22765 -0.082
C 1.45454 -1.46496 -2.68948 -0.126
C -0.08013 -0.53726 -0.67557 -0.280
H 7.76652 5.48919 -3.23595 0.066
C -4.31322 6.78893 -0.65095 -0.073
S 0.16551 0.93697 -3.10708 0.738
C -3.56565 6.42898 0.58119 -0.065
F 2.29711 -3.60482 -4.40988 0.160
H 0.10106 -3.91630 5.11476 0.078
H 3.47492 2.32001 -1.17896 0.118
H -2.36143 0.98577 0.16526 0.130
C -2.66000 5.53035 -2.17685 -0.001
O 1.54404 1.16563 -3.57564 -0.270
H 2.42994 -1.08680 -2.30278 0.135
C -3.88750 6.33648 -1.98720 -0.059
Br 2.44906 -1.22205 2.31885 0.622
C -0.61360 2.05278 -0.86270 -0.370
O -0.49129 2.18466 -2.29289 -0.154
C -3.73171 -3.62823 0.05827 -0.290
H -5.38231 -2.95940 -1.16632 0.079
Br -0.51876 -1.59338 2.02257 0.679
C -2.35485 5.63548 0.39072 -0.029
O -0.41056 3.29776 -0.14554 0.030
O 1.37276 -2.89612 -2.42302 0.007
H 2.87295 4.47571 -0.47383 0.069
H -4.46184 -4.31584 -1.85265 0.078
H 2.94140 -3.77264 1.41292 0.061
F 1.07483 -4.94743 -3.18065 0.121
O -4.14788 -2.93410 1.22131 -0.178
H -6.05741 -3.69604 1.48349 0.107
N 2.51990 3.69798 0.09361 -0.010
H 7.85141 3.03499 -2.68578 0.107
C -2.19938 1.80984 -0.59380 0.002
H 6.51082 3.26040 -6.17730 0.077
C 2.09959 -3.55377 0.69853 -0.149
H 8.44816 5.24659 -1.62669 0.076
Cl -3.23555 -0.25818 -2.48631 0.669
C -2.48478 -5.52441 6.27979 -0.281
H 1.86878 2.91132 -1.74862 0.087
C -1.67965 -3.25617 6.14685 -0.276
C -0.20160 -3.60836 6.11808 -0.077
C 0.29150 0.94942 -0.19138 -0.168
H 3.20380 3.42580 0.80401 0.062
C -4.64494 -4.90870 2.59871 -0.076
H -2.69719 2.71691 -0.16716 0.133
```

Computed properties:
DFT total energy (eV): -227598.3406
Frontier orbital gap (eV): 9.02